{"formula": "C9H16NO2S2", "method": "ωB97M-V/def2-TZVPD", "total_charge": 1, "e_lumo_ev": [-4.2, -4.3], "homo_energy_ev": [-11.8, -11.7], "gap_ev": [7.6, 7.4], "fmax_ev_per_a": 5.217, "energy_ha": -1353.69940, "mol_weight_da": 234.37, "spin_multiplicity": 1, "relative_energy_kcal_mol": 0.0, "species": ["C", "C", "C", "C", "C", "C", "C", "C", "C", "N", "O", "O", "S", "S", "H", "H", "H", "H", "H", "H", "H", "H", "H", "H", "H", "H", "H", "H", "H", "H"], "positions_angstrom": [[1.371, -2.468, 0.380], [2.660, -2.878, 0.386], [0.155, -3.083, -0.177], [0.512, 0.580, -1.422], [-1.525, -0.259, -0.144], [0.619, 1.820, -0.437], [-1.397, 0.970, 0.786], [-0.283, -0.505, -0.811], [-0.823, 3.232, 1.104], [-0.739, 2.116, 0.158], [2.027, -0.053, 1.127], [-1.880, -2.547, -1.728], [0.944, -1.021, 1.351], [-0.427, -2.246, -1.745], [3.449, -2.215, 0.684], [2.952, -3.572, -0.321], [0.292, -4.145, -0.653], [-0.826, -3.162, 0.420], [0.224, 0.892, -2.378], [1.543, 0.160, -1.502], [-1.886, -1.094, 0.361], [-2.383, 0.100, -0.897], [1.403, 1.592, 0.173], [1.019, 2.668, -1.009], [-2.423, 1.359, 0.985], [-0.868, 0.629, 1.668], [0.020, 3.260, 1.830], [-0.728, 4.323, 0.590], [-1.671, 3.148, 1.792], [-1.331, 2.398, -0.571]]}

{"formula": "C4H12", "method": "ωB97M-V/def2-TZVPD", "total_charge": -1, "e_lumo_ev": [4.4, 4.5], "homo_energy_ev": [1.6, -7.7], "gap_ev": [2.8, 12.2], "fmax_ev_per_a": 0.986, "s_squared": 0.750, "energy_ha": -159.52024, "mol_weight_da": 60.14, "spin_multiplicity": 2, "relative_energy_kcal_mol": 6.2, "species": ["C", "C", "H", "H", "H", "H", "H", "H", "C", "C", "H", "H", "H", "H", "H", "H"], "positions_angstrom": [[0.175, 2.210, 0.595], [0.107, 1.983, -0.924], [0.803, 3.064, 0.842], [-0.821, 2.380, 1.003], [0.570, 1.336, 1.115], [0.385, 0.959, -1.199], [-0.928, 2.091, -1.268], [0.800, 2.626, -1.469], [0.357, -2.455, -0.298], [-0.630, -1.759, 0.630], [-0.059, -2.677, -1.285], [1.268, -1.872, -0.446], [0.638, -3.422, 0.125], [-1.161, -2.492, 1.244], [-1.367, -1.095, 0.173], [-0.071, -1.171, 1.376]]}

{"formula": "C33H23AsF6N4O4P2PtSe2", "method": "ωB97M-V/def2-TZVPD", "total_charge": 1, "e_lumo_ev": [-3.2, -6.3], "homo_energy_ev": [-11.0, -12.1], "gap_ev": [7.8, 5.8], "fmax_ev_per_a": 0.754, "s_squared": 8.770, "energy_ha": -10230.94798, "mol_weight_da": 1143.43, "spin_multiplicity": 6, "relative_energy_kcal_mol": 0.0, "species": ["Pt", "O", "C", "O", "C", "C", "C", "C", "C", "N", "C", "O", "O", "H", "H", "H", "Se", "P", "C", "C", "C", "C", "C", "C", "C", "C", "C", "C", "C", "C", "C", "C", "N", "N", "N", "P", "Se", "C", "C", "C", "C", "C", "C", "C", "C", "C", "C", "C", "C", "H", "H", "H", "H", "H", "H", "H", "H", "H", "H", "H", "H", "H", "H", "H", "H", "H", "H", "H", "H", "F", "As", "F", "F", "F", "F", "F"], "positions_angstrom": [[1.251, -2.967, 1.168], [3.389, -5.879, -1.234], [2.624, -5.020, -0.642], [2.968, -4.082, 0.043], [1.152, -5.289, -0.934], [0.629, -6.273, -1.745], [-0.754, -6.291, -1.910], [-1.536, -5.335, -1.286], [-0.917, -4.395, -0.477], [0.396, -4.393, -0.313], [-1.647, -3.291, 0.254], [-2.800, -3.035, -0.021], [-0.937, -2.668, 1.142], [1.270, -6.995, -2.231], [-1.211, -7.048, -2.533], [-2.610, -5.298, -1.399], [2.038, 3.261, -1.751], [0.168, 2.102, -1.887], [-0.230, 2.189, -3.635], [-0.251, 1.114, -4.524], [-0.611, 1.343, -5.844], [-0.927, 2.620, -6.281], [-0.896, 3.691, -5.397], [-0.553, 3.480, -4.076], [-1.171, 2.886, -0.998], [-1.105, 4.209, -0.572], [-2.224, 4.800, -0.005], [-3.401, 4.076, 0.118], [-3.468, 2.760, -0.321], [-2.355, 2.157, -0.879], [0.459, 0.457, -1.287], [0.699, -0.091, -0.023], [1.120, -1.340, -0.270], [1.116, -1.579, -1.568], [0.736, -0.503, -2.200], [0.694, 0.447, 1.687], [1.274, -1.269, 2.946], [-0.921, 0.988, 2.234], [-1.066, 2.057, 3.117], [-2.302, 2.296, 3.697], [-3.374, 1.458, 3.421], [-3.222, 0.385, 2.553], [-1.999, 0.144, 1.954], [1.904, 1.768, 1.812], [3.218, 1.478, 2.164], [4.169, 2.491, 2.169], [3.811, 3.786, 1.829], [2.497, 4.081, 1.483], [1.542, 3.074, 1.471], [0.015, 0.126, -4.189], [-0.638, 0.511, -6.535], [-1.200, 2.783, -7.315], [-1.144, 4.687, -5.736], [-0.553, 4.316, -3.385], [-0.191, 4.778, -0.695], [-2.178, 5.827, 0.332], [-4.274, 4.540, 0.557], [-4.388, 2.200, -0.223], [-2.408, 1.128, -1.216], [-0.224, 2.685, 3.377], [-2.420, 3.122, 4.386], [-4.330, 1.636, 3.897], [-4.052, -0.279, 2.352], [-1.874, -0.717, 1.310], [3.504, 0.467, 2.429], [5.189, 2.264, 2.446], [4.554, 4.572, 1.843], [2.213, 5.096, 1.239], [0.511, 3.311, 1.241], [1.268, -5.082, 2.271], [2.489, -5.126, 3.615], [3.321, -6.327, 2.711], [3.355, -3.887, 2.680], [3.684, -5.077, 4.829], [1.597, -3.825, 4.344], [1.533, -6.288, 4.416]]}

{"formula": "C5H13NOPS", "method": "ωB97M-V/def2-TZVPD", "total_charge": 1, "e_lumo_ev": -4.2, "homo_energy_ev": -13.0, "gap_ev": 8.7, "fmax_ev_per_a": 3.534, "energy_ha": -1067.54563, "mol_weight_da": 166.21, "spin_multiplicity": 1, "relative_energy_kcal_mol": 26.3, "species": ["C", "C", "C", "C", "C", "N", "O", "P", "S", "H", "H", "H", "H", "H", "H", "H", "H", "H", "H", "H", "H", "H"], "positions_angstrom": [[0.201, -1.677, -0.911], [0.129, -1.090, 0.479], [-0.988, -1.626, 1.267], [0.838, 1.212, 0.917], [-2.017, 1.342, -1.463], [0.047, 0.353, 0.246], [-0.575, -0.837, -1.753], [-0.256, 0.722, -1.469], [3.117, 1.430, -0.012], [1.166, -1.909, -1.428], [-0.273, -2.723, -0.927], [1.103, -1.411, 0.859], [-0.979, -2.694, 1.110], [-1.977, -1.323, 0.926], [-0.965, -1.532, 2.308], [1.202, 0.855, 1.883], [3.724, 1.173, 1.322], [0.805, 2.244, 0.608], [-2.332, 1.767, -0.436], [-2.829, 0.702, -1.798], [-2.139, 2.260, -2.061], [2.998, 2.763, 0.331]]}